{
  "formula": "C23H42Ge2MnO4PTe",
  "method": "wB97M-V/def2-TZVPD",
  "symbols": ["Mn", "C", "C", "Ge", "C", "C", "C", "C", "Ge", "C", "C", "C", "C", "C", "C", "C", "C", "C", "C", "H", "H", "H", "H", "H", "H", "H", "H", "H", "H", "H", "H", "H", "H", "H", "H", "H", "H", "H", "H", "H", "H", "H", "H", "H", "H", "C", "O", "C", "C", "H", "H", "H", "H", "H", "H", "C", "C", "O", "P", "O", "Te", "O", "C", "C", "H", "H", "H", "H", "H", "H", "H", "H", "H", "H"],
  "positions_angstrom": [[7.6902, -15.0954, 6.5933], [10.1502, -16.8107, 10.8617], [9.2001, -16.7065, 9.6567], [9.5679, -15.1266, 8.4978], [9.7150, -13.5553, 9.7013], [11.0736, -12.8508, 9.6707], [11.1816, -15.5863, 7.5023], [11.2321, -16.7217, 6.7156], [9.3770, -16.7896, 5.8918], [8.7253, -18.7776, 5.9698], [7.2687, -18.8496, 5.5494], [9.8719, -16.2686, 4.0387], [10.2790, -14.8019, 3.9919], [12.3223, -17.6486, 6.4009], [12.3375, -18.6199, 5.3952], [13.4856, -19.4573, 5.1655], [14.5002, -19.4196, 6.0731], [14.5478, -18.4151, 7.1093], [13.5100, -17.5009, 7.2640], [9.8367, -17.7310, 11.4523], [10.1265, -15.9191, 11.4834], [11.1906, -16.9719, 10.4991], [8.1764, -16.7141, 9.9902], [9.2756, -17.6233, 9.0035], [9.4935, -14.0468, 10.6765], [8.8781, -12.8707, 9.4929], [11.3883, -12.5469, 8.6380], [11.8951, -13.4993, 10.0582], [10.9116, -11.9664, 10.3798], [12.1242, -15.0267, 7.8053], [8.9649, -19.2063, 7.0149], [9.3904, -19.2206, 5.1863], [6.6938, -18.0007, 6.0239], [6.8640, -19.7543, 6.0839], [7.0828, -18.9913, 4.4697], [8.9201, -16.3541, 3.4494], [10.6483, -16.9394, 3.6395], [9.7799, -14.0859, 4.6958], [10.1398, -14.3436, 3.0121], [11.3651, -14.7433, 4.1651], [11.5008, -18.6608, 4.7129], [13.5392, -19.9281, 4.2294], [15.3628, -20.0125, 5.9423], [15.3826, -18.4098, 7.8052], [13.6583, -16.7381, 8.0200], [5.4775, -13.5372, 9.4803], [6.1816, -14.7280, 9.1244], [6.1267, -15.3024, 7.8962], [4.8719, -16.0761, 7.4811], [5.3108, -12.9563, 8.5929], [6.1120, -12.9960, 10.2202], [4.5235, -13.7337, 9.9692], [4.0426, -15.5641, 8.0452], [4.8852, -17.1588, 7.8197], [4.7725, -15.9202, 6.4087], [5.0310, -10.7136, 7.2481], [5.9473, -10.0869, 6.2191], [7.1957, -10.8808, 6.2164], [7.6557, -12.1586, 5.4440], [8.7364, -12.8629, 6.2277], [5.9142, -13.8163, 4.9241], [8.3756, -11.7092, 4.0675], [7.7093, -11.0712, 2.9128], [8.8764, -10.4243, 2.1859], [4.3249, -9.9638, 7.4486], [5.5257, -10.9701, 8.1874], [4.5418, -11.6256, 6.9683], [6.2955, -9.0477, 6.4261], [5.5886, -10.1274, 5.1843], [7.0984, -10.2452, 3.3346], [7.2205, -11.8367, 2.3365], [9.4922, -9.8457, 2.8828], [8.4964, -9.8421, 1.3923], [9.6006, -11.1270, 1.7479]],
  "forces_ev_per_angstrom": [[1.0, 0.8, 0.3], [0.0, -1.6, -0.4], [0.6, -0.7, -0.7], [-0.5, -0.8, -0.7], [-0.5, -0.8, -0.2], [-0.1, 0.7, 0.7], [2.3, -0.6, -0.2], [-2.5, 1.5, 0.7], [0.8, -1.7, 0.2], [1.7, 1.1, -0.2], [-0.9, -1.1, 1.8], [-1.5, 0.0, -0.4], [0.9, 0.9, 0.2], [2.2, 1.0, 1.4], [0.9, 0.3, 0.3], [-1.9, 2.2, 1.3], [0.3, 1.8, 1.0], [-1.1, -0.7, -0.6], [-0.1, -1.8, -1.6], [0.6, 1.2, -0.3], [0.0, -0.1, 0.2], [-0.6, 0.1, 0.4], [-0.5, 0.3, 0.2], [0.2, 0.9, 0.6], [0.3, 0.6, -0.4], [0.4, -0.1, 0.0], [-0.5, 0.0, 1.0], [-0.7, 0.5, -0.1], [0.9, -0.9, -1.2], [-0.8, -0.8, -0.2], [-0.5, 0.6, -1.8], [-0.5, -0.2, 0.9], [0.3, -0.6, -0.9], [-0.1, 0.6, -0.8], [0.1, 0.5, 0.6], [0.8, -0.3, 0.3], [-0.4, 0.3, -0.1], [0.4, -1.0, -0.4], [-0.1, -0.2, -0.3], [-0.3, 0.2, 0.2], [0.0, -0.1, 0.0], [0.1, -1.2, -0.8], [0.8, -0.7, -0.1], [0.0, 0.1, -0.2], [-0.6, 0.0, -0.1], [-0.2, 0.1, 1.1], [0.0, -0.6, -1.1], [0.1, -0.6, 0.7], [-0.3, 1.2, 2.1], [0.0, 0.3, -0.3], [-0.3, -0.4, -0.8], [-0.1, -0.2, -0.1], [0.2, -0.7, -0.7], [0.3, 1.2, -0.5], [-0.2, -0.6, 0.1], [0.8, 0.3, 0.1], [1.6, -1.1, -0.4], [-0.3, 1.0, 0.2], [1.3, -1.5, -0.9], [-1.2, 0.1, 0.1], [0.1, 0.8, -0.1], [-1.1, 0.0, 0.3], [1.9, 0.7, 1.8], [0.8, -0.9, 0.4], [-1.4, 0.8, 0.6], [0.4, 0.5, -0.2], [-0.2, -0.3, -0.8], [-0.5, -0.9, 0.1], [-0.5, 0.1, 0.3], [-0.3, -0.7, -0.6], [-0.6, -0.1, -0.1], [-0.5, 0.2, -0.1], [-0.3, 1.0, -0.9], [-0.5, -0.2, 0.2]],
  "relative_energy_kcal_mol": 49.3,
  "multiplicity": 5,
  "lumo_energy_ev": [-0.698, -1.326],
  "gap_ev": [6.228, 5.313],
  "energy_ev": -193652.1797
}


{
  "formula": "C23H42N2O3P2Zn",
  "method": "wB97M-V/def2-TZVPD",
  "symbols": ["P", "P", "C", "C", "H", "H", "H", "H", "C", "H", "H", "H", "C", "H", "H", "H", "C", "H", "H", "H", "C", "H", "H", "H", "Zn", "C", "C", "C", "C", "C", "C", "C", "C", "C", "H", "H", "H", "H", "H", "H", "H", "H", "H", "H", "H", "H", "H", "H", "H", "C", "C", "C", "C", "C", "C", "O", "N", "C", "O", "N", "C", "O", "H", "H", "H", "H", "H", "H", "H", "H", "H", "H", "H"],
  "positions_angstrom": [[-0.1753, -1.4162, -5.6075], [0.5397, 2.1070, -4.5037], [0.1937, 0.0963, -6.6471], [1.0716, 1.2000, -6.0169], [-0.7619, 0.5380, -6.9714], [0.7152, -0.2555, -7.5656], [2.0936, 0.8176, -5.8254], [1.1865, 1.9792, -6.7896], [-0.3788, 3.6205, -5.0433], [-0.4418, 4.3223, -4.1983], [-1.4082, 3.3723, -5.3500], [0.1082, 4.1414, -5.8810], [1.9625, 2.8163, -3.5714], [2.3979, 3.6846, -4.0920], [2.8098, 2.1265, -3.4440], [1.6521, 3.1493, -2.5726], [-1.6671, -2.1547, -6.4730], [-1.8792, -3.1893, -6.1909], [-1.5273, -2.1650, -7.5621], [-2.5678, -1.5549, -6.2864], [1.0982, -2.6275, -6.3959], [2.1034, -2.1895, -6.4130], [0.8610, -2.8769, -7.4361], [1.1823, -3.5945, -5.8714], [0.0953, -0.5759, 0.7627], [-0.8484, 1.1500, -3.8802], [-1.4518, 0.0013, -4.7189], [-2.4115, -0.7796, -3.8182], [-1.6154, -2.0126, -3.2763], [-0.2968, -2.3266, -3.9219], [0.8935, -1.4567, -4.0972], [1.1441, -0.3634, -3.0508], [-0.0696, 0.4672, -2.6245], [-0.5365, -2.2959, 0.1657], [-1.6255, 1.8365, -3.4765], [-2.0214, 0.3944, -5.5926], [-3.3493, -1.1198, -4.3419], [-2.6990, -0.1315, -2.9692], [-1.5128, -1.9789, -2.1889], [-2.2599, -2.8738, -3.4419], [-0.0557, -3.3889, -3.9449], [1.8061, -2.0363, -4.2309], [1.9780, 0.2649, -3.4222], [1.5829, -0.8224, -2.1356], [-0.7285, -0.2320, -2.0755], [0.2516, 1.2532, -1.9038], [-0.1913, -3.1057, 0.8191], [-0.2568, -2.5708, -0.8594], [-1.6258, -2.1563, 0.2400], [0.3298, 1.3650, 5.4924], [1.3542, 2.0937, 4.6543], [0.8676, 2.6828, 3.2903], [-0.1443, 3.8761, 3.4624], [-1.4736, 3.5613, 4.0855], [2.1167, 3.2883, 2.5962], [2.5119, 4.4123, 2.8927], [2.7520, 2.4680, 1.6803], [2.1508, 1.5560, 0.8005], [2.6388, 1.1607, -0.2504], [0.9299, 1.1238, 1.2748], [0.3182, 1.5442, 2.4166], [-0.7339, 0.9056, 2.7391], [-0.2805, 2.0584, 6.0650], [0.8474, 0.7060, 6.1903], [-0.3074, 0.7418, 4.8654], [1.8158, 2.9143, 5.2265], [2.1718, 1.4016, 4.3998], [0.3887, 4.6567, 4.0312], [-0.2960, 4.2806, 2.4490], [-1.4141, 3.5757, 5.1710], [-2.1763, 4.3310, 3.7739], [-1.8622, 2.6026, 3.7495], [3.6583, 2.8319, 1.3227]],
  "forces_ev_per_angstrom": [[0.1, -0.4, 2.3], [-1.3, 0.7, -2.7], [0.3, -0.2, -1.4], [1.0, 0.2, -0.3], [0.4, -0.2, -0.1], [-0.1, 0.5, 0.3], [-0.5, 0.1, 0.0], [0.1, 0.0, 0.3], [0.3, 0.2, -0.2], [0.0, -0.2, -0.2], [0.5, -0.1, 0.1], [0.0, -0.2, 0.3], [0.4, -0.3, 0.3], [-0.7, -0.2, -0.2], [-0.6, 0.0, 0.0], [-0.1, -0.2, -0.2], [-0.5, 0.7, -1.3], [0.4, 0.2, 0.3], [0.0, 0.0, -0.1], [0.1, -0.3, -0.1], [-0.2, -0.2, -0.6], [-0.1, 0.1, 0.0], [-0.1, 0.1, 0.0], [-0.2, 0.4, 0.0], [0.3, 0.5, -0.1], [1.1, -1.6, 3.1], [-0.6, -0.2, -0.7], [0.4, 0.0, 0.3], [-0.5, -0.4, 0.7], [-1.3, -1.4, -1.8], [1.0, 2.8, 1.0], [0.9, -0.4, 0.1], [-0.6, 0.1, 0.1], [0.0, 0.0, 0.1], [0.5, -0.2, -0.2], [0.3, 0.1, 0.7], [1.0, 0.5, 0.4], [-0.4, -0.3, -0.2], [-0.4, 0.3, 0.1], [0.0, -0.3, 0.0], [-0.2, 0.0, 0.3], [-0.1, 0.1, 0.1], [-0.3, -0.1, 0.2], [-0.3, 0.2, -0.2], [0.1, 0.7, -0.3], [-0.2, -0.3, -0.3], [-0.3, 0.2, 0.0], [-0.1, 0.3, 0.3], [0.2, -0.5, -0.1], [-0.1, -0.3, 0.1], [0.7, 0.1, -0.5], [0.0, 0.4, -0.5], [1.0, -0.2, -0.6], [-0.5, 0.0, 0.1], [-0.7, 1.1, 1.1], [0.0, -1.9, -0.7], [2.1, 0.8, -1.3], [-0.6, -0.2, 0.4], [-0.2, 0.7, 1.3], [-0.1, -0.6, -0.4], [-2.0, -1.1, 0.8], [2.1, 1.2, -0.9], [-0.1, -0.1, 0.0], [0.0, 0.1, 0.1], [-0.1, 0.1, 0.2], [-0.1, -0.2, -0.3], [-0.1, 0.1, 0.2], [-0.2, -0.4, -0.3], [0.0, 0.0, 0.3], [-0.1, -0.1, 0.0], [-0.2, 0.1, 0.1], [0.0, 0.0, 0.1], [-1.0, -0.2, 0.4]],
  "relative_energy_kcal_mol": 25.5,
  "lumo_energy_ev": 0.071,
  "gap_ev": 5.328,
  "energy_ev": -100646.6784
}


{
  "formula": "C23H42N3O6",
  "method": "wB97M-V/def2-TZVPD",
  "symbols": ["C", "C", "C", "C", "O", "C", "N", "N", "C", "C", "O", "C", "C", "C", "N", "C", "C", "C", "C", "C", "C", "C", "O", "O", "H", "H", "H", "H", "H", "H", "H", "H", "H", "H", "H", "H", "H", "H", "H", "H", "H", "H", "H", "H", "H", "H", "H", "H", "H", "H", "H", "H", "H", "H", "C", "C", "O", "C", "H", "H", "H", "H", "H", "H", "C", "C", "O", "C", "H", "H", "H", "H", "H", "H"],
  "positions_angstrom": [[-5.1443, -1.5794, 0.0372], [-3.6836, -2.3011, 0.0578], [-2.6726, -1.6723, -1.0524], [-1.2387, -1.2525, -0.3956], [-0.8312, 0.1143, -0.7979], [-0.8127, 0.8387, 0.4530], [-1.9363, 1.6442, 0.6535], [-1.9981, 2.3044, 1.8077], [-0.9631, 2.1759, 2.7652], [-1.1999, 2.9984, 4.1490], [-0.0759, 3.8257, 4.5055], [-0.3825, 5.2425, 4.4360], [-0.1146, 5.7580, 2.9353], [0.3575, 1.3720, 2.6910], [1.3888, 1.2892, 3.7361], [0.9001, 0.4791, 4.8984], [0.2999, -0.9451, 4.3823], [0.6851, -2.1704, 5.3928], [0.4558, 0.5748, 1.3194], [1.6943, -0.3492, 0.9346], [2.8490, 0.4108, 0.0822], [4.1528, 0.7405, 0.9816], [5.2922, 0.7572, 0.4412], [4.0882, 0.9898, 2.3951], [-5.5822, -1.5403, 1.1053], [-4.9945, -0.4837, -0.2843], [-5.8619, -2.1271, -0.6803], [-3.8270, -3.4335, -0.1227], [-3.3001, -2.1993, 1.1298], [-2.4836, -2.5414, -1.8071], [-3.1427, -0.7619, -1.5551], [-1.3796, -1.3625, 0.7346], [-0.4459, -2.0414, -0.6911], [-2.8340, 2.8867, 2.0009], [-2.1138, 3.7005, 4.0127], [-1.5140, 2.2799, 5.0006], [-1.3973, 5.5385, 4.8672], [0.4070, 5.7701, 5.0983], [-0.0798, 6.8938, 2.8411], [-0.8847, 5.2547, 2.2498], [0.9157, 5.3342, 2.6247], [1.7408, 2.2169, 4.0108], [0.0509, 0.9779, 5.4781], [1.7922, 0.2293, 5.5631], [0.7477, -1.2598, 3.3643], [-0.8350, -0.9367, 4.2597], [1.7509, -2.0591, 5.7821], [-0.1045, -2.3456, 6.1961], [0.6921, -3.1107, 4.7163], [2.2115, -0.7036, 1.9052], [1.3297, -1.2834, 0.3744], [3.2265, -0.3453, -0.7070], [2.4780, 1.3303, -0.4815], [3.5964, 1.8378, 2.4836], [-1.2726, -4.6781, -5.8210], [-1.2235, -3.7168, -4.6636], [-2.0874, -3.7199, -3.8016], [-0.0682, -2.7533, -4.6127], [-2.1577, -5.3114, -5.7284], [-1.3343, -4.1255, -6.7608], [-0.3849, -5.3141, -5.8137], [-0.0775, -2.1180, -5.4955], [0.8720, -3.3033, -4.5520], [-0.1629, -2.1218, -3.7257], [1.6894, 0.8718, -6.4293], [2.3858, -0.4512, -6.2512], [1.8348, -1.3871, -5.6966], [3.7881, -0.5734, -6.7844], [0.6875, 0.8147, -5.9978], [2.2475, 1.6576, -5.9158], [1.5998, 1.1045, -7.4925], [4.4393, 0.1483, -6.2866], [3.7916, -0.4049, -7.8634], [4.1643, -1.5793, -6.5861]],
  "forces_ev_per_angstrom": [[0.6, 0.0, 0.2], [-0.8, 0.1, 0.0], [0.4, -1.2, 0.5], [-1.3, -2.2, -0.4], [-0.3, 0.6, 3.8], [0.4, -0.2, -0.9], [2.8, -1.9, -0.2], [4.2, -1.6, 1.9], [0.6, 0.6, 1.6], [-1.2, 0.4, -0.6], [-1.6, -0.4, -0.1], [1.6, 1.9, -0.3], [0.2, -1.1, 0.4], [-2.0, -0.7, -4.3], [-2.2, 0.1, -1.1], [-0.7, -1.7, 0.1], [0.7, -0.8, 0.4], [-0.3, -0.3, -1.5], [-1.9, 2.9, 2.9], [-0.2, 0.2, 0.4], [0.3, -0.9, 0.3], [4.0, 0.4, -1.7], [-5.0, -0.3, 2.1], [-0.8, 0.4, -2.6], [0.5, -0.3, -1.8], [-0.4, -1.7, 0.3], [1.1, 1.1, 1.2], [0.3, 1.9, 0.3], [-0.2, -0.1, -1.5], [-0.3, 2.0, 1.0], [0.7, -1.3, 0.6], [0.4, 0.5, -1.4], [-1.1, 1.6, 0.2], [0.8, -0.5, -0.3], [1.3, -1.2, 0.0], [0.9, 1.0, -1.4], [1.2, -0.8, -0.7], [-1.3, -1.1, -0.9], [-0.3, -1.6, 0.1], [1.0, 1.1, 0.7], [-1.6, 0.8, 0.5], [-0.7, -0.5, -0.1], [1.5, -0.4, -0.5], [-1.3, 0.7, -0.8], [-0.6, 0.8, 1.6], [1.5, 0.2, 0.1], [-1.6, -0.1, -0.3], [1.3, 0.4, -0.9], [-0.1, 1.4, 1.3], [-1.1, 0.7, -1.4], [0.5, 1.6, 0.8], [-0.5, 1.4, 1.3], [0.6, -1.1, 0.9], [0.2, -0.9, 0.2], [-0.4, -0.2, 0.1], [-0.3, 0.1, 0.6], [0.3, -0.1, -0.3], [-0.8, -0.4, 0.4], [0.1, 0.1, 0.0], [0.2, -0.1, 0.0], [0.1, 0.1, -0.2], [0.1, -0.3, 0.1], [0.0, 0.1, -0.3], [0.0, 0.0, -0.1], [-0.4, -0.1, 0.2], [-0.2, -0.6, 0.3], [0.9, 1.0, -0.5], [0.0, -0.4, 0.1], [0.1, 0.0, -0.1], [0.1, 0.1, -0.2], [0.2, 0.1, 0.1], [0.0, 0.1, -0.2], [0.1, 0.2, 0.1], [-0.1, 0.1, 0.0]],
  "total_charge": 1,
  "lumo_energy_ev": -4.838,
  "gap_ev": 6.131,
  "energy_ev": -41273.1254
}


Number 3 is which compound? C23H42N3O6